No. 1
Formula: C5H8AgFO4
Source: the Open Molecules 2025 dataset
Level of theory: wB97M-V/def2-TZVPD

Results
calculated total energy	-743.06063	hartree
energy above the lowest of the compared OMol25 structures with the same formula, charge and spin	0.5833	eV
maximum force	2.3	eV/Å
Kohn-Sham gap	9.4	eV

Each line ends with the Mulliken charge.
Geometry (Å):
O 1.041 0.326 -0.751  -0.564
C 1.900 -0.636 -0.673  0.277
C 1.616 -1.448 0.578  -0.470
O 1.136 -0.491 1.503  -0.367
C 0.130 0.316 0.997  1.173
O -0.981 -0.422 0.784  -0.348
O 0.087 1.482 1.421  -0.826
C -2.162 0.272 0.354  -0.266
H 2.529 -1.902 0.979  0.341
F 3.410 0.391 -0.338  -0.614
H 2.123 -1.208 -1.586  0.346
H 0.865 -2.222 0.360  0.290
H -2.983 -0.414 0.594  0.271
H -2.275 1.182 0.958  0.295
C -2.140 0.594 -1.127  -0.970
H -3.120 0.992 -1.424  0.396
H -1.374 1.345 -1.358  0.220
H -1.932 -0.310 -1.715  0.253
Ag 2.130 2.153 0.443  0.563

---

No. 2
Formula: C5H8BN
Source: the Open Molecules 2025 dataset
Level of theory: wB97M-V/def2-TZVPD

Results
calculated total energy	-274.77342	hartree
energy above the lowest of the compared OMol25 structures with the same formula, charge and spin	4.0050	eV
maximum force	4.5	eV/Å
SMILES	B1[C@@H]2[C@@H]3N[C@@H]3C[C@H]12
Kohn-Sham gap	9.7	eV

Each line ends with the Mulliken charge.
Geometry (Å):
B -1.435 -0.689 0.795  0.109
C -0.763 -0.829 -0.552  -0.572
C 0.714 -0.860 -0.582  -0.033
N 1.260 -0.867 0.725  -0.586
C 1.160 0.409 0.002  -0.532
C 0.015 1.401 0.180  -1.006
C -1.273 0.566 -0.102  -0.542
H -1.922 -1.467 1.614  -0.058
H -1.177 -1.244 -1.455  0.410
H 1.165 -1.311 -1.354  0.606
H 2.216 -1.049 0.953  0.243
H 2.065 0.766 -0.192  0.656
H 0.027 2.128 -0.528  0.441
H -0.127 1.829 1.078  0.395
H -1.925 1.215 -0.583  0.468